[1]
The following is a quantum chemistry calculation of a structure of composition C60H38ClIrN6O in a non-equilibrium geometry, from the OMol25 dataset.

HOMO (alpha / beta)   -9.498 / -9.516 eV
M   1086.7 g mol⁻¹
Energy relative to the best compared isomer or geometry (same formula, charge and spin)   242.0 kJ/mol
Energy   -3277.30938 a.u.

Geometry as ORCA input:
```
! wB97M-V def2-TZVPD RIJCOSX def2/J DEFGRID3
* xyz 1 2
Ir 0.178 0.245 0.238
C 4.982 -5.023 2.852
C 5.148 -3.729 3.331
C 4.484 -2.669 2.740
C 3.663 -2.864 1.618
C 3.410 -4.192 1.235
C 4.073 -5.252 1.829
C 2.993 -1.770 0.904
C 2.433 -1.957 -0.340
C 2.889 -2.835 -1.365
C 2.115 -2.579 -2.465
C 1.193 -1.572 -2.094
C -1.308 -1.557 -1.982
C -2.319 -2.549 -2.573
C -3.474 -2.771 -1.817
C -4.513 -3.535 -2.316
C -4.412 -4.108 -3.580
C -3.255 -3.929 -4.317
C -2.216 -3.145 -3.821
C -2.006 -0.242 -1.814
N -1.705 0.465 -0.749
C -2.646 1.493 -0.701
C -2.749 2.380 0.314
C -3.960 3.240 0.383
C -3.875 4.618 0.194
C -5.015 5.404 0.275
C -6.243 4.823 0.566
C -6.329 3.454 0.767
C -5.194 2.661 0.662
C -1.695 2.581 1.241
C -1.668 3.666 2.143
C -0.354 3.886 2.456
C 0.390 2.880 1.811
N -0.442 2.022 1.145
C 1.804 2.848 1.833
C 2.529 1.710 1.614
C 3.918 1.569 1.891
C 4.203 0.248 1.795
C 3.007 -0.409 1.364
N 2.007 0.477 1.230
C 2.480 4.152 2.053
C 2.224 5.171 1.135
C 2.821 6.413 1.279
C 3.668 6.656 2.353
C 3.924 5.649 3.271
C 3.339 4.399 3.120
C -3.498 1.401 -1.850
C -3.090 0.315 -2.552
N 1.415 -1.153 -0.851
H 5.532 -5.844 3.293
H 5.802 -3.547 4.173
H 4.609 -1.686 3.164
H 2.672 -4.395 0.473
H 3.876 -6.261 1.490
H 3.741 -3.490 -1.292
H 2.172 -3.048 -3.435
H -3.558 -2.314 -0.837
H -5.407 -3.680 -1.723
H -5.234 -4.680 -3.990
H -3.156 -4.391 -5.291
H -1.336 -3.027 -4.438
H -2.918 5.070 -0.035
H -4.939 6.472 0.119
H -7.130 5.438 0.636
H -7.281 3.001 1.014
H -5.260 1.591 0.818
H -2.531 4.223 2.468
H 0.060 4.654 3.089
H 4.591 2.369 2.145
H 5.171 -0.214 1.884
H 1.574 4.971 0.291
H 2.615 7.192 0.557
H 4.119 7.632 2.477
H 4.571 5.839 4.117
H 3.525 3.627 3.857
H -4.290 2.091 -2.088
H -3.495 -0.082 -3.469
Cl -1.327 1.725 -6.905
C -0.651 1.556 -5.313
C -0.138 2.661 -4.650
C 0.361 2.512 -3.372
C 0.353 1.286 -2.694
O 0.765 1.331 -1.410
C -0.093 0.169 -3.414
C -0.013 -1.234 -2.874
N -0.918 -1.861 -0.650
C -0.572 -2.989 -0.087
C -0.512 -4.278 -0.641
C -0.186 -5.375 0.164
C 0.100 -5.219 1.499
C 0.130 -3.918 2.083
C 0.507 -3.692 3.423
C 0.547 -2.413 3.905
C 0.229 -1.357 3.043
N -0.114 -1.534 1.780
C -0.188 -2.805 1.294
C -0.607 0.328 -4.703
H -0.144 3.629 -5.134
H 0.760 3.361 -2.831
H -0.008 -1.912 -3.722
H -0.736 -4.422 -1.688
H -0.166 -6.364 -0.275
H 0.333 -6.075 2.119
H 0.769 -4.536 4.050
H 0.826 -2.206 4.928
H 0.262 -0.332 3.391
H -0.985 -0.537 -5.240
*
```

Atom charges from the Mulliken analysis, given in e for atoms 1 to 4: 2.273 -0.558 -1.140 -0.651

[2]
The following is a quantum chemistry calculation of a structure of composition C60H40Br5IO3P2RuS in a non-equilibrium geometry, from the OMol25 dataset.

HOMO (alpha / beta)   -11.321 / -11.711 eV
M   1530.5 g mol⁻¹
Energy relative to the best compared isomer or geometry (same formula, charge and spin)   216.5 kJ/mol
Energy   -16879.00252 a.u.

Geometry as ORCA input:
```
! wB97M-V def2-TZVPD RIJCOSX def2/J DEFGRID3
* xyz 2 5
Ru -15.709 -9.523 14.099
O -13.387 -8.061 15.711
S -14.854 -7.962 15.380
C -15.010 -6.399 14.478
C -15.804 -5.379 15.078
C -15.626 -4.052 14.747
C -14.946 -3.716 13.578
C -14.887 -2.421 12.830
C -14.260 -2.800 11.477
C -14.000 -4.282 11.574
C -13.659 -5.251 10.625
C -13.659 -6.584 10.962
C -14.084 -7.090 12.246
P -14.146 -8.860 12.473
C -12.453 -9.594 12.552
C -11.756 -9.834 11.356
C -10.715 -10.783 11.391
C -10.314 -11.363 12.579
C -10.893 -10.930 13.767
C -11.978 -10.044 13.788
C -14.715 -9.508 10.834
C -15.489 -8.747 9.880
C -15.814 -9.281 8.620
C -15.549 -10.654 8.358
C -14.828 -11.372 9.274
C -14.468 -10.836 10.474
C -14.413 -6.167 13.242
C -14.345 -4.752 12.862
C -15.642 -7.599 16.904
C -14.810 -7.021 17.842
C -15.231 -6.953 19.201
C -16.335 -7.650 19.585
C -16.858 -8.039 20.953
C -18.206 -8.775 20.684
C -18.331 -8.801 19.207
C -19.270 -9.395 18.367
C -19.108 -9.127 16.977
C -17.935 -8.686 16.417
P -17.692 -8.649 14.604
C -18.835 -9.956 14.185
C -18.477 -11.269 14.507
C -19.375 -12.334 14.230
C -20.597 -12.053 13.610
C -20.868 -10.778 13.170
C -20.059 -9.691 13.580
C -18.347 -7.071 13.947
C -19.347 -6.401 14.656
C -19.904 -5.277 14.074
C -19.501 -4.828 12.815
C -18.531 -5.541 12.060
C -17.956 -6.676 12.674
C -16.943 -8.133 17.266
C -17.237 -8.140 18.611
H -16.570 -5.648 15.801
H -15.934 -3.316 15.450
H -14.251 -1.731 13.408
H -15.907 -1.921 12.694
H -13.382 -2.207 11.186
H -14.962 -2.675 10.646
H -13.401 -4.914 9.591
H -13.229 -7.255 10.208
H -11.943 -9.344 10.383
H -10.180 -11.050 10.516
H -9.597 -12.152 12.624
H -10.491 -11.272 14.720
H -12.339 -9.624 14.747
H -15.845 -7.794 10.107
H -16.236 -8.584 7.912
H -15.836 -11.168 7.413
H -14.658 -12.413 9.034
H -14.085 -11.548 11.228
H -13.781 -6.720 17.567
H -14.622 -6.435 19.870
H -17.022 -7.175 21.619
H -16.176 -8.713 21.474
H -19.068 -8.289 21.200
H -18.140 -9.811 21.101
H -20.032 -10.062 18.753
H -19.954 -9.391 16.374
H -17.534 -11.458 15.040
H -19.070 -13.343 14.583
H -21.269 -12.917 13.450
H -21.732 -10.637 12.570
H -20.349 -8.740 13.265
H -19.725 -6.792 15.598
H -20.709 -4.746 14.596
H -19.965 -3.885 12.425
H -18.254 -5.286 11.029
H -17.115 -7.220 12.171
Br -12.591 -15.693 13.683
C -13.610 -14.300 14.416
C -13.454 -13.911 15.759
Br -12.715 -15.203 17.000
C -13.929 -12.703 16.224
Br -13.852 -12.147 18.085
C -14.774 -11.897 15.441
O -15.435 -10.847 15.779
C -14.986 -12.327 13.988
O -15.716 -11.534 13.311
C -14.433 -13.569 13.572
Br -15.112 -14.213 11.895
Br -19.693 -6.834 7.257
C -21.242 -7.810 6.997
C -22.257 -7.420 6.138
C -23.498 -8.043 6.218
C -23.764 -8.950 7.155
C -22.753 -9.476 7.979
C -21.482 -8.930 7.863
I -20.010 -9.879 9.131
H -21.998 -6.597 5.399
H -24.265 -7.791 5.464
H -24.743 -9.427 7.259
H -22.836 -10.263 8.756
*
```

Atom charges from the Mulliken analysis, given in e for atoms 1 to 4: -0.465 -0.960 2.979 0.094